Model w:
C5H6O2 | ωB97M-V with the def2-TZVPD basis set

* total charge: 0

Each line ends with the Mulliken charge.
Cartesian coordinates (Å):
O (-1.8217, -1.2668, -0.3955)  -0.51
C (-0.8586, -1.3952, 0.6305)  -0.59
C (0.2311, -0.3627, 0.5200)  0.31
C (0.8067, 0.1693, -0.7131)  0.44
C (1.4789, 1.3718, -0.1187)  -0.51
C (0.1237, 1.0110, 0.5197)  -0.29
O (0.1563, 0.2830, -1.7673)  -0.66
H (-1.3581, -1.1161, -1.2361)  0.36
H (-0.4222, -2.4049, 0.6483)  0.28
H (-1.3908, -1.2538, 1.5738)  0.34
H (1.6432, 2.1583, -0.8555)  0.28
H (2.2464, 1.2857, 0.6467)  0.26
H (-0.8350, 1.5203, 0.5471)  0.29

=====

Model x:
C5H6O2 | ωB97M-V with the def2-TZVPD basis set

* total charge: 0
* SMILES string: O=C1CCC(=O)C1

Each line ends with the Mulliken charge.
Cartesian coordinates (Å):
O (0.6556, -2.3492, 0.1016)  -0.55
C (0.3584, -1.1997, -0.1168)  0.46
C (-1.0594, -0.6529, -0.2546)  -0.72
C (-0.8826, 0.8311, 0.4406)  -0.59
C (0.6024, 1.1816, 0.2950)  0.45
O (1.1248, 2.2697, 0.3872)  -0.55
C (1.3227, -0.0470, -0.2136)  -0.41
H (-1.7359, -1.4063, 0.2223)  0.38
H (-1.3993, -0.5222, -1.2737)  0.30
H (-1.2713, 0.2825, 1.2745)  0.25
H (-1.4866, 1.7088, 0.1480)  0.35
H (2.2772, -0.2208, 0.2750)  0.37
H (1.4940, 0.1243, -1.2855)  0.25

=====

Model y:
C5H6O2 | ωB97M-V with the def2-TZVPD basis set

* total charge: 0

Each line ends with the Mulliken charge.
Cartesian coordinates (Å):
O (-2.4504, -0.9291, 0.4934)  -0.63
C (-1.4611, -0.3385, -0.0620)  0.66
C (-0.7707, 1.0012, 0.0455)  -0.75
C (0.5046, 0.1436, -0.1990)  1.01
C (1.8416, 0.3169, 0.3549)  -0.40
O (1.5526, 0.5828, -1.0246)  -0.50
C (-0.3333, -1.0892, -0.4540)  -1.14
H (-0.8810, 1.5555, 0.9818)  0.30
H (-0.9531, 1.6452, -0.8206)  0.25
H (2.0783, 1.1966, 0.9557)  0.22
H (2.4614, -0.5614, 0.5388)  0.24
H (-0.2169, -1.8248, -1.2432)  0.37
H (-1.3721, -1.6987, 0.4334)  0.37

=====

Model z:
C5H6O2 | ωB97M-V with the def2-TZVPD basis set

* total charge: 0
* SMILES string: O=CCC#CCO

Each line ends with the Mulliken charge.
Cartesian coordinates (Å):
O (-2.7788, -0.9118, 0.2150)  -0.50
C (-1.7987, -0.9424, 1.2322)  -0.39
C (-0.5153, -0.5628, 0.6617)  0.33
C (0.4005, -0.2832, -0.0699)  -0.20
C (1.6731, 0.2739, -0.4944)  -0.57
C (1.6108, 1.5890, -1.2447)  0.06
O (2.4287, 1.9325, -2.0599)  -0.45
H (-2.3518, -1.2888, -0.5664)  0.31
H (-1.7096, -1.9328, 1.7012)  0.25
H (-2.1022, -0.2333, 2.0091)  0.27
H (2.3648, -0.4244, -0.9760)  0.32
H (1.9967, 0.5307, 0.5206)  0.23
H (0.7818, 2.2536, -0.9287)  0.35

=====

Which is most stable, and by how much? model x, by 37.4 kcal/mol.